A.
{"formula": "C7H17NO", "method": "ωB97M-V with the def2-TZVPD basis set", "charge": 0, "e_lumo_ev": 0.848, "gap_ev": 9.17, "smiles": "CCN(C)C(C)=O.CC", "homo_ev": -8.321, "symbols": ["C", "C", "N", "C", "C", "C", "O", "H", "H", "H", "H", "H", "H", "H", "H", "H", "H", "H", "C", "C", "H", "H", "H", "H", "H", "H"], "coordinates": [[-2.303, -1.485, 0.306], [-1.224, -0.344, -0.196], [0.163, -1.067, -0.262], [0.681, -1.397, 1.127], [1.179, -0.783, -1.264], [1.048, -1.692, -2.464], [1.971, 0.127, -1.136], [-2.256, -2.195, -0.489], [-3.169, -0.831, 0.734], [-1.904, -2.131, 1.087], [-1.513, 0.003, -1.298], [-0.812, 0.539, 0.483], [0.119, -0.849, 1.989], [0.280, -2.364, 1.185], [1.678, -1.598, 1.296], [1.807, -1.492, -3.090], [0.937, -2.790, -2.054], [0.120, -1.717, -2.964], [0.729, 2.245, 0.426], [0.041, 3.293, 1.274], [1.318, 2.709, -0.297], [1.469, 1.723, 1.239], [0.073, 1.551, -0.085], [-0.973, 3.526, 0.914], [0.565, 4.205, 1.292], [-0.024, 2.813, 2.248]]}

B.
{"formula": "C7H17NO", "method": "ωB97M-V with the def2-TZVPD basis set", "charge": 0, "e_lumo_ev": 0.729, "gap_ev": 9.41, "smiles": "CC(N)=O.CCCCC", "homo_ev": -8.679, "symbols": ["C", "C", "N", "O", "H", "H", "H", "H", "H", "C", "C", "C", "C", "C", "H", "H", "H", "H", "H", "H", "H", "H", "H", "H", "H", "H"], "coordinates": [[3.091, -0.671, -0.071], [1.572, -0.739, -0.213], [0.900, -1.704, 0.438], [0.924, 0.050, -0.894], [3.540, -0.528, -1.046], [3.442, -1.643, 0.324], [3.412, 0.052, 0.668], [-0.111, -1.752, 0.338], [1.320, -2.435, 1.039], [0.648, 2.396, 0.149], [-0.066, 1.165, 0.625], [-1.260, 0.686, -0.249], [-2.152, -0.384, 0.412], [-3.483, -0.759, -0.323], [1.355, 2.192, -0.747], [-0.037, 3.266, -0.394], [1.261, 2.989, 1.077], [-0.542, 1.023, 1.570], [0.804, 0.433, 0.513], [-1.881, 1.655, -0.499], [-0.794, 0.285, -1.208], [-2.401, -0.098, 1.465], [-1.555, -1.271, 0.309], [-3.526, -1.152, -1.346], [-3.835, -1.772, 0.295], [-4.240, 0.114, -0.252]]}

What should be chosen as the least stable of them? Choose B.

A.
{"formula": "CH4INS", "method": "ωB97M-V with the def2-TZVPD basis set", "charge": 0, "e_lumo_ev": -0.547, "gap_ev": 8.31, "homo_ev": -8.859, "symbols": ["C", "N", "S", "I", "H", "H", "H", "H"], "coordinates": [[-0.964, -0.404, 0.585], [0.551, 0.355, -2.012], [1.382, 1.159, -1.159], [0.266, 0.729, 1.888], [-0.596, -1.376, 0.785], [-1.945, -0.388, 0.947], [-0.912, -0.169, -0.467], [2.218, 0.094, -0.568]]}

B.
{"formula": "CH4INS", "method": "ωB97M-V with the def2-TZVPD basis set", "charge": 0, "e_lumo_ev": 0.336, "gap_ev": 9.57, "smiles": "SNCI", "homo_ev": -9.230, "symbols": ["S", "N", "C", "I", "H", "H", "H", "H"], "coordinates": [[0.698, -0.128, -1.831], [0.954, -0.105, -0.100], [-0.140, -0.387, 0.697], [-1.978, 0.950, 0.777], [-0.510, 0.581, -1.818], [1.583, 0.690, 0.220], [0.112, -0.391, 1.680], [-0.721, -1.210, 0.375]]}

What should be chosen as the least stable of them? Choose A.

A.
{"formula": "C7H8O3", "method": "ωB97M-V with the def2-TZVPD basis set", "charge": 0, "e_lumo_ev": 0.025, "gap_ev": 9.23, "smiles": "C[C@H]1CC(=O)OC(=C=O)C1", "homo_ev": -9.205, "symbols": ["C", "C", "C", "C", "O", "O", "C", "C", "O", "C", "H", "H", "H", "H", "H", "H", "H", "H"], "coordinates": [[0.517, -0.914, -0.396], [-0.371, 0.205, 0.253], [0.426, 1.515, 0.646], [-0.594, 2.584, 1.199], [-0.529, 3.224, 2.229], [-1.502, 2.813, 0.295], [-1.492, 2.255, -0.960], [-0.956, 2.766, -2.042], [-0.704, 3.052, -3.157], [-1.340, 0.635, -0.899], [1.323, -0.591, -1.102], [-0.123, -1.644, -0.967], [0.936, -1.583, 0.425], [-0.962, -0.244, 1.030], [1.125, 1.996, -0.153], [1.157, 1.222, 1.532], [-2.339, 0.285, -0.591], [-1.091, 0.378, -1.891]]}

B.
{"formula": "C7H8O3", "method": "ωB97M-V with the def2-TZVPD basis set", "charge": 0, "e_lumo_ev": 0.512, "gap_ev": 8.80, "smiles": "Cc1cc(O)c(C)c(=O)o1", "homo_ev": -8.283, "symbols": ["C", "C", "C", "C", "O", "C", "C", "C", "O", "O", "H", "H", "H", "H", "H", "H", "H", "H"], "coordinates": [[0.026, 3.208, -0.011], [0.084, 1.631, -0.089], [0.633, 0.845, -1.131], [0.514, -0.589, -1.038], [1.090, -1.217, -2.042], [-0.079, -1.203, 0.030], [-0.259, -2.700, 0.191], [-0.490, -0.309, 1.177], [-1.041, -0.671, 2.147], [-0.458, 1.187, 1.019], [0.943, 3.690, 0.284], [-0.164, 3.597, -1.031], [-0.755, 3.203, 0.706], [1.052, 1.232, -2.018], [0.543, -1.907, -2.446], [-1.266, -3.194, 0.464], [-0.007, -3.161, -0.773], [0.348, -3.160, 1.047]]}

What should be chosen as the least stable of them? Choose A.

A.
{"formula": "CBrClFI", "method": "ωB97M-V with the def2-TZVPD basis set", "charge": 0, "e_lumo_ev": [-0.649, -3.084], "gap_ev": [9.51, 5.64], "homo_ev": [-10.160, -8.727], "symbols": ["C", "F", "Cl", "Br", "I"], "coordinates": [[0.669, -0.020, 0.227], [1.790, -0.501, 0.897], [0.121, -1.083, -0.990], [0.410, 1.741, 0.000], [-2.990, -0.137, -0.134]]}

B.
{"formula": "CBrClFI", "method": "ωB97M-V with the def2-TZVPD basis set", "charge": 0, "e_lumo_ev": [-0.973, -3.014], "gap_ev": [9.00, 5.83], "homo_ev": [-9.977, -8.845], "symbols": ["C", "F", "Cl", "Br", "I"], "coordinates": [[0.132, 0.115, -0.520], [0.093, 1.340, -1.012], [1.669, -0.580, -0.395], [-1.339, -0.928, -0.958], [-0.555, 0.053, 2.885]]}

What should be chosen as the least stable of them? Choose A.

A.
{"formula": "C36H99N9O9", "method": "ωB97M-V with the def2-TZVPD basis set", "charge": 0, "e_lumo_ev": 0.646, "gap_ev": 9.32, "smiles": "COC[C@H](C)N.COC[C@H](C)N.COC[C@H](C)N.COC[C@H](C)N.COC[C@H](C)N.COC[C@H](C)N.COC[C@H](C)N.COC[C@H](C)N.COC[C@H](C)N", "homo_ev": -8.674, "symbols": ["C", "O", "C", "C", "C", "N", "H", "H", "H", "H", "H", "H", "H", "H", "H", "H", "H", "C", "O", "C", "C", "C", "N", "H", "H", "H", "H", "H", "H", "H", "H", "H", "H", "H", "C", "O", "C", "C", "C", "N", "H", "H", "H", "H", "H", "H", "H", "H", "H", "H", "H", "C", "O", "C", "C", "C", "N", "H", "H", "H", "H", "H", "H", "H", "H", "H", "H", "H", "C", "O", "C", "C", "C", "N", "H", "H", "H", "H", "H", "H", "H", "H", "H", "H", "H", "C", "O", "C", "C", "C", "N", "H", "H", "H", "H", "H", "H", "H", "H", "H", "H", "H", "C", "O", "C", "C", "C", "N", "H", "H", "H", "H", "H", "H", "H", "H", "H", "H", "H", "C", "O", "C", "C", "C", "N", "H", "H", "H", "H", "H", "H", "H", "H", "H", "H", "H", "C", "O", "C", "C", "C", "N", "H", "H", "H", "H", "H", "H", "H", "H", "H", "H", "H"], "coordinates": [[2.904, 2.757, -3.484], [1.582, 2.295, -3.725], [1.654, 1.585, -4.980], [0.178, 1.435, -5.443], [-0.485, 2.723, -5.877], [-0.705, 0.913, -4.388], [2.766, 3.434, -2.632], [3.157, 3.454, -4.343], [3.596, 1.947, -3.267], [2.234, 2.111, -5.788], [2.129, 0.608, -4.839], [0.194, 0.697, -6.231], [0.133, 3.256, -6.678], [-0.761, 3.423, -5.135], [-1.399, 2.498, -6.432], [-0.561, -0.058, -4.217], [-0.588, 1.480, -3.586], [-6.015, 0.217, 5.035], [-4.678, 0.511, 4.648], [-3.763, -0.328, 5.253], [-2.417, 0.042, 4.685], [-2.284, -0.517, 3.226], [-1.227, -0.289, 5.456], [-6.066, 0.404, 6.137], [-6.422, -0.831, 4.899], [-6.651, 0.964, 4.525], [-3.838, -0.186, 6.330], [-4.048, -1.390, 5.152], [-2.364, 1.146, 4.637], [-3.025, -0.087, 2.516], [-2.475, -1.652, 3.155], [-1.304, -0.276, 2.815], [-1.500, -0.337, 6.430], [-0.974, -1.281, 5.323], [-2.582, 3.475, 2.491], [-1.300, 3.950, 2.144], [-0.253, 3.070, 2.573], [0.113, 3.158, 4.098], [0.614, 4.493, 4.572], [1.161, 2.158, 4.311], [-3.282, 3.960, 1.831], [-2.913, 3.583, 3.548], [-2.675, 2.401, 2.259], [-0.465, 1.973, 2.408], [0.624, 3.325, 2.043], [-0.795, 2.945, 4.671], [-0.170, 5.282, 4.604], [1.390, 4.894, 3.961], [0.893, 4.417, 5.640], [1.416, 2.047, 5.277], [0.840, 1.285, 3.963], [3.644, 0.596, 1.202], [4.097, 1.779, 0.518], [3.379, 2.921, 0.627], [4.043, 4.083, -0.162], [5.573, 4.254, 0.149], [3.154, 5.361, 0.015], [2.940, 0.145, 0.478], [3.153, 0.820, 2.085], [4.489, -0.054, 1.375], [2.341, 2.870, 0.278], [3.234, 3.167, 1.661], [3.833, 3.824, -1.197], [5.637, 4.192, 1.314], [5.933, 5.210, -0.210], [6.132, 3.436, -0.352], [3.345, 5.814, 0.937], [3.518, 6.092, -0.598], [3.963, -4.266, -0.813], [2.756, -4.866, -1.221], [2.301, -5.768, -0.167], [1.195, -6.637, -0.706], [1.645, -7.443, -1.965], [0.015, -5.823, -1.109], [3.891, -3.830, 0.185], [4.125, -3.450, -1.536], [4.823, -4.997, -0.779], [3.174, -6.353, 0.099], [1.974, -5.179, 0.764], [0.865, -7.299, 0.090], [1.905, -6.820, -2.799], [0.869, -8.173, -2.190], [2.562, -8.074, -1.807], [0.179, -5.187, -1.892], [-0.177, -5.085, -0.336], [1.265, -2.169, -0.839], [0.576, -1.199, -0.033], [0.226, -0.075, -0.898], [-0.853, 0.894, -0.384], [-2.212, 0.264, -0.506], [-0.787, 2.060, -1.273], [0.638, -2.628, -1.618], [1.474, -2.967, -0.116], [2.153, -1.744, -1.376], [1.135, 0.460, -1.171], [-0.210, -0.466, -1.774], [-0.674, 1.041, 0.662], [-2.410, -0.123, -1.490], [-3.072, 1.024, -0.334], [-2.318, -0.548, 0.203], [-1.440, 2.811, -1.034], [0.117, 2.482, -1.464], [3.887, -4.010, 5.499], [2.759, -3.951, 4.532], [3.141, -3.273, 3.349], [1.964, -2.468, 2.780], [1.419, -1.430, 3.866], [0.929, -3.425, 2.498], [3.944, -2.996, 5.921], [4.814, -4.348, 5.029], [3.537, -4.719, 6.239], [4.011, -2.586, 3.524], [3.365, -4.083, 2.608], [2.153, -1.974, 1.847], [2.032, -0.516, 3.917], [1.440, -1.959, 4.786], [0.385, -1.106, 3.729], [0.534, -3.822, 3.356], [0.124, -3.014, 2.101], [0.790, -3.901, -4.486], [-0.327, -3.529, -3.666], [-1.478, -4.199, -4.225], [-2.751, -3.889, -3.426], [-3.092, -2.433, -3.577], [-2.764, -4.372, -1.995], [1.636, -3.264, -4.120], [0.681, -3.755, -5.525], [1.100, -4.949, -4.327], [-1.603, -3.849, -5.244], [-1.233, -5.245, -4.227], [-3.486, -4.572, -3.875], [-4.135, -2.189, -3.193], [-2.906, -2.089, -4.592], [-2.439, -1.835, -2.915], [-2.109, -3.814, -1.486], [-2.391, -5.303, -1.983], [-2.223, 5.426, -0.830], [-2.941, 4.415, -1.482], [-3.073, 4.550, -2.866], [-4.180, 3.660, -3.352], [-5.431, 3.993, -2.581], [-3.963, 2.165, -3.276], [-2.747, 6.369, -0.970], [-1.225, 5.554, -1.251], [-2.185, 5.190, 0.216], [-3.252, 5.590, -3.169], [-2.144, 4.216, -3.427], [-4.300, 3.891, -4.407], [-5.334, 3.816, -1.517], [-6.242, 3.469, -3.105], [-5.596, 5.133, -2.727], [-3.695, 2.009, -2.253], [-3.106, 1.960, -3.780]]}

B.
{"formula": "C36H99N9O9", "method": "ωB97M-V with the def2-TZVPD basis set", "charge": 0, "e_lumo_ev": 0.499, "gap_ev": 9.32, "smiles": "COC[C@H](C)N.COC[C@H](C)N.COC[C@H](C)N.COC[C@H](C)N.COC[C@H](C)N.COC[C@H](C)N.COC[C@H](C)N.COC[C@H](C)N.COC[C@H](C)N", "homo_ev": -8.817, "symbols": ["C", "O", "C", "C", "C", "N", "H", "H", "H", "H", "H", "H", "H", "H", "H", "H", "H", "C", "O", "C", "C", "C", "N", "H", "H", "H", "H", "H", "H", "H", "H", "H", "H", "H", "C", "O", "C", "C", "C", "N", "H", "H", "H", "H", "H", "H", "H", "H", "H", "H", "H", "C", "O", "C", "C", "C", "N", "H", "H", "H", "H", "H", "H", "H", "H", "H", "H", "H", "C", "O", "C", "C", "C", "N", "H", "H", "H", "H", "H", "H", "H", "H", "H", "H", "H", "C", "O", "C", "C", "C", "N", "H", "H", "H", "H", "H", "H", "H", "H", "H", "H", "H", "C", "O", "C", "C", "C", "N", "H", "H", "H", "H", "H", "H", "H", "H", "H", "H", "H", "C", "O", "C", "C", "C", "N", "H", "H", "H", "H", "H", "H", "H", "H", "H", "H", "H", "C", "O", "C", "C", "C", "N", "H", "H", "H", "H", "H", "H", "H", "H", "H", "H", "H"], "coordinates": [[3.307, -27.045, -28.498], [2.435, -26.541, -29.519], [2.770, -27.037, -30.843], [1.572, -26.620, -31.813], [1.699, -26.977, -33.263], [1.416, -25.147, -31.849], [4.342, -27.023, -28.840], [3.211, -28.124, -28.378], [3.318, -26.518, -27.544], [3.728, -26.566, -31.062], [2.746, -28.124, -30.767], [0.608, -26.961, -31.435], [1.750, -28.064, -33.337], [2.581, -26.628, -33.800], [0.801, -26.880, -33.873], [0.813, -24.827, -31.105], [1.036, -24.792, -32.714], [1.561, -20.780, -25.908], [1.112, -21.457, -24.673], [-0.171, -21.227, -24.230], [-1.263, -21.899, -25.075], [-2.664, -22.044, -24.391], [-0.970, -23.217, -25.542], [0.786, -20.951, -26.656], [2.616, -21.006, -26.060], [1.561, -19.699, -25.772], [-0.116, -21.591, -23.204], [-0.249, -20.151, -24.072], [-1.372, -21.280, -25.965], [-3.349, -22.648, -24.987], [-3.017, -21.019, -24.502], [-2.604, -22.476, -23.392], [-0.126, -23.220, -26.097], [-0.551, -23.739, -24.786], [8.808, -20.219, -37.183], [7.863, -19.389, -36.539], [7.316, -20.020, -35.395], [6.247, -19.275, -34.547], [6.759, -18.020, -33.905], [5.805, -20.027, -33.423], [9.634, -20.489, -36.525], [9.224, -19.564, -37.949], [8.439, -21.159, -37.596], [6.866, -20.907, -35.842], [8.177, -20.357, -34.818], [5.313, -19.230, -35.106], [7.246, -17.330, -34.594], [7.496, -18.000, -33.102], [5.993, -17.434, -33.396], [6.439, -20.694, -33.008], [5.098, -20.678, -33.732], [-1.498, -11.900, -34.836], [-1.036, -13.251, -34.528], [-1.630, -14.294, -35.338], [-0.849, -15.619, -35.040], [-1.135, -16.793, -35.948], [-1.320, -16.085, -33.784], [-2.532, -11.719, -34.544], [-1.553, -11.636, -35.892], [-0.897, -11.109, -34.388], [-2.693, -14.433, -35.141], [-1.515, -14.022, -36.387], [0.211, -15.369, -35.076], [-0.904, -16.626, -37.000], [-2.170, -17.133, -35.913], [-0.607, -17.714, -35.704], [-1.019, -15.461, -33.049], [-0.740, -16.868, -33.517], [-3.512, -18.553, -17.087], [-3.419, -18.343, -15.706], [-2.153, -18.751, -15.084], [-2.222, -18.554, -13.487], [-0.942, -18.891, -12.746], [-3.291, -19.360, -12.982], [-2.533, -18.691, -17.547], [-4.099, -17.871, -17.702], [-3.918, -19.550, -17.256], [-1.760, -19.742, -15.310], [-1.436, -17.972, -15.344], [-2.552, -17.520, -13.386], [-0.891, -18.564, -11.707], [-0.064, -18.451, -13.218], [-0.871, -19.975, -12.837], [-4.078, -19.586, -13.573], [-3.679, -19.010, -12.118], [-6.046, -34.723, -24.204], [-4.824, -34.073, -24.244], [-4.745, -33.093, -25.244], [-3.597, -33.248, -26.257], [-3.446, -31.939, -27.083], [-3.591, -34.452, -27.080], [-6.689, -34.067, -23.617], [-5.833, -35.664, -23.698], [-6.639, -34.974, -25.083], [-5.710, -32.864, -25.696], [-4.604, -32.152, -24.713], [-2.721, -33.288, -25.609], [-4.214, -31.788, -27.842], [-2.504, -31.991, -27.630], [-3.498, -30.980, -26.568], [-4.094, -35.010, -26.404], [-4.257, -34.360, -27.834], [0.603, -27.391, -20.484], [1.897, -27.057, -20.095], [2.061, -26.145, -18.991], [3.398, -25.555, -18.891], [3.567, -24.622, -17.701], [3.672, -24.677, -19.988], [0.453, -28.121, -21.280], [-0.100, -26.614, -20.784], [0.140, -27.851, -19.611], [1.228, -25.442, -19.004], [1.818, -26.776, -18.137], [4.117, -26.373, -18.857], [2.797, -23.861, -17.830], [4.494, -24.051, -17.743], [3.382, -25.060, -16.720], [3.837, -23.712, -19.739], [3.097, -24.823, -20.805], [4.812, -14.817, -20.996], [3.793, -13.905, -21.344], [2.520, -14.384, -20.858], [1.415, -13.521, -21.393], [1.235, -12.249, -20.560], [0.117, -14.169, -21.552], [4.616, -15.806, -21.409], [4.974, -14.883, -19.920], [5.699, -14.475, -21.529], [2.198, -15.315, -21.324], [2.483, -14.642, -19.800], [1.651, -13.286, -22.431], [1.826, -11.406, -20.920], [1.603, -12.381, -19.543], [0.256, -11.777, -20.477], [-0.593, -13.486, -21.330], [0.103, -14.517, -22.500], [-13.718, -27.583, -20.691], [-12.716, -27.087, -19.773], [-11.843, -26.099, -20.170], [-12.407, -24.663, -20.068], [-11.467, -23.642, -20.481], [-12.926, -24.315, -18.751], [-13.231, -28.008, -21.568], [-14.566, -26.926, -20.889], [-14.043, -28.465, -20.139], [-11.121, -26.105, -19.353], [-11.360, -26.367, -21.109], [-13.310, -24.515, -20.661], [-10.493, -23.882, -20.054], [-11.663, -22.669, -20.030], [-11.270, -23.836, -21.535], [-13.084, -23.320, -18.821], [-13.846, -24.715, -18.635]]}

What should be chosen as the least stable of them? Choose B.